{"formula": "C26H73AgN5O9", "method": "ωB97M-V/def2-TZVPD", "species": ["Ag", "O", "O", "O", "O", "O", "O", "O", "O", "O", "N", "N", "N", "N", "N", "C", "C", "C", "C", "C", "C", "C", "C", "C", "C", "C", "C", "C", "C", "C", "C", "C", "C", "C", "C", "C", "C", "C", "C", "C", "C", "H", "H", "H", "H", "H", "H", "H", "H", "H", "H", "H", "H", "H", "H", "H", "H", "H", "H", "H", "H", "H", "H", "H", "H", "H", "H", "H", "H", "H", "H", "H", "H", "H", "H", "H", "H", "H", "H", "H", "H", "H", "H", "H", "H", "H", "H", "H", "H", "H", "H", "H", "H", "H", "H", "H", "H", "H", "H", "H", "H", "H", "H", "H", "H", "H", "H", "H", "H", "H", "H", "H", "H", "H"], "positions_angstrom": [[-1.709584, -3.688171, -1.729839], [-3.521332, -3.639100, -8.018607], [-0.761774, -0.138298, -0.576394], [6.908410, -4.372885, 7.135982], [1.705749, 5.460052, -5.147899], [-2.515886, 2.580601, 6.518078], [8.156836, 2.362973, 1.677980], [-4.750480, 2.686129, -1.193010], [2.184807, -4.798682, -1.766136], [-2.917753, -4.315128, 1.487025], [-5.023213, -3.356947, -0.318761], [-2.465826, -2.468779, -5.611578], [4.924306, -1.297491, 6.969083], [-0.189388, 4.584702, -8.193909], [-0.068774, 1.652998, 5.601451], [0.640037, 4.777189, -5.827457], [6.693650, -2.957559, 7.154652], [-4.269800, -4.002446, 1.977915], [0.268609, 5.509388, -7.173463], [1.042792, 3.836222, 5.821605], [-0.145143, 2.955100, 6.206748], [5.292122, -2.694788, 6.683437], [-2.146594, -3.795364, -7.673834], [7.076260, 2.201300, 2.575216], [-6.552082, -3.000085, 1.558519], [-5.135714, -3.039494, 1.127931], [-2.022870, -4.783653, 2.451951], [-3.822733, 2.566558, 5.914196], [-4.542731, 3.358839, -2.398425], [0.080854, 0.568878, 0.252793], [-3.980723, -4.477607, -8.986674], [-0.994522, 6.456594, -6.921388], [-1.723123, -2.549920, -6.821773], [-1.563573, 3.446264, 5.834303], [6.451198, -5.022771, 8.291678], [1.642324, 5.368576, -3.771443], [-0.207860, -2.436173, -6.615814], [3.248443, -3.900618, -1.745872], [5.836919, 1.785076, 1.736437], [5.006426, -2.918418, 5.219471], [-5.201286, 4.801400, -2.428064], [7.850596, 2.686505, 0.827601], [5.333685, -0.889430, 6.140841], [5.632214, -2.521300, 4.420234], [-4.166155, 1.539196, 6.035389], [-5.345582, 5.059714, -3.477136], [5.623489, 2.433647, 0.886786], [-0.150514, 2.825092, 7.288956], [0.825555, -0.102043, 0.681041], [5.981133, 0.856050, 1.184874], [-2.158478, -4.784556, -7.216176], [-0.389189, 0.970814, 1.150350], [-1.719660, 3.472747, 4.755867], [7.040044, -2.558995, 8.108204], [0.930670, 4.794599, 6.328604], [0.735231, 1.330711, -0.170877], [-4.590684, 3.163105, 6.406622], [-0.220563, 1.775138, 4.610418], [-1.970266, -4.163429, 3.346742], [-0.892897, 1.135902, 5.872614], [-4.736695, -5.139258, -8.563813], [-1.824895, 6.050551, -6.343713], [6.466436, -4.500310, 9.248187], [-4.627945, -3.851075, -9.600403], [-5.304244, -4.270255, -0.645831], [3.064899, -3.317138, -2.648072], [3.950371, -2.828336, 4.965023], [1.100858, 6.090583, -7.570522], [-2.398421, -5.725135, 2.852800], [7.406006, -2.481906, 6.480550], [3.965163, -1.182688, 6.674171], [-6.907796, -4.012625, 1.367913], [-2.270326, -1.599415, -5.136104], [4.589397, -3.257608, 7.297869], [-2.087357, -1.690473, -7.384616], [-4.915382, 2.718704, -3.198090], [0.255425, -2.067555, -7.531009], [-0.317010, 4.496943, -5.387405], [-1.482531, 6.707070, -7.863311], [0.571384, 5.380723, -3.568803], [0.046359, -1.845158, -5.735936], [-1.042565, -4.947699, 2.004516], [-4.622829, -2.091768, 1.291850], [-0.463543, 5.057784, -9.043108], [3.508612, -3.354292, -0.839273], [5.410974, -5.323764, 8.167422], [-7.222453, -2.389325, 0.953797], [2.014685, 6.181166, -3.147639], [-1.679020, 4.427516, 6.294661], [1.052102, 4.021661, 4.747538], [0.137343, -3.456829, -6.450872], [-3.856815, 2.779751, 4.845801], [-4.656740, 5.591257, -1.910668], [-3.441728, -2.376907, -5.855024], [-3.532602, 3.342001, -2.807632], [6.943791, 3.133574, 3.124220], [2.126228, 4.441620, -3.463741], [-3.975716, 2.124518, -1.115955], [4.898982, 1.529059, 2.229217], [-6.645591, -2.682462, 2.597015], [4.207103, -4.345600, -2.012436], [-5.510660, -2.695321, -0.905909], [0.392760, 3.815155, -8.492231], [-0.671198, 7.285585, -6.291833], [1.998032, 3.464606, 6.192426], [-4.117433, -3.656896, 3.000400], [7.250099, 1.346625, 3.228986], [-3.258857, -5.061978, -9.557223], [-6.200933, 4.747119, -1.996930], [1.219984, 3.875018, -6.021980], [6.987985, -5.958194, 8.449660], [5.139250, -3.992144, 5.086948], [-4.757801, -4.974967, 2.042424], [-1.450747, -3.859439, -8.510382]], "forces_ev_per_a": [[-0.09, 0.78, 0.54], [1.76, 1.71, 0.90], [-0.16, 0.35, -0.32], [0.85, 0.48, 0.29], [-0.64, 1.94, -0.86], [-0.10, 0.68, -1.45], [0.89, -0.26, 0.25], [0.66, 0.09, 0.49], [0.95, 0.62, 0.55], [-1.16, 1.45, -1.14], [0.87, 0.24, -0.17], [-0.68, -0.53, 1.84], [0.54, 0.56, -0.40], [-0.60, -0.97, -0.29], [0.80, -1.22, -0.29], [1.83, -0.37, -2.37], [0.76, -0.81, -0.54], [1.01, -1.39, -0.08], [-1.59, 0.24, 0.71], [-0.86, 0.50, 0.34], [-0.93, -0.31, -0.24], [-1.35, 1.71, 0.74], [-0.34, 0.47, 0.83], [-1.49, -0.57, -1.53], [-0.78, -0.59, 0.41], [2.27, 0.09, -1.16], [-0.70, -0.64, 0.72], [0.16, -1.06, 0.42], [-0.79, 1.15, -1.64], [-0.03, -1.60, -0.01], [-2.24, -0.49, -0.85], [1.16, -0.44, 0.35], [-0.15, -0.08, -1.38], [0.22, 0.88, 2.00], [-0.83, -1.01, 0.12], [-1.33, -0.66, 0.94], [-0.75, -1.00, -0.19], [-0.12, -0.84, -0.46], [-0.25, -0.46, -0.49], [-0.02, -2.97, -0.44], [0.23, -1.70, -0.24], [-0.21, 0.04, 0.11], [0.62, 1.21, 0.12], [0.19, 0.76, 0.51], [-0.07, -0.12, -0.10], [0.17, 0.23, -0.01], [-0.11, 0.75, 0.35], [0.04, -0.01, 0.13], [0.57, -0.52, 0.41], [0.87, -0.36, 0.25], [0.90, 0.06, 0.87], [-0.51, 0.50, 0.27], [-0.06, -0.06, -0.05], [-0.95, 0.13, 0.42], [-0.12, 0.25, -0.14], [-0.17, 0.64, -0.68], [0.40, 0.54, 0.26], [0.36, -0.04, -0.46], [0.28, 0.61, -0.14], [-0.06, -0.22, 0.36], [0.23, -0.72, 0.26], [0.31, -0.92, 0.10], [0.45, 0.70, -0.18], [0.36, -0.08, -0.88], [-0.17, -0.27, 0.66], [-0.04, 0.81, 0.06], [-0.02, 0.64, 0.18], [0.20, 0.30, 0.57], [0.14, -0.55, -0.05], [0.09, -0.31, -0.52], [-0.64, -0.15, 0.48], [-0.42, -0.20, 0.64], [0.33, 0.15, 0.13], [0.13, -0.59, -0.15], [0.43, 0.05, -0.94], [-1.26, 0.21, -0.29], [0.13, 0.14, 0.22], [0.31, 0.45, 1.08], [0.46, 0.63, -0.05], [-0.08, -0.50, 0.88], [-0.01, 0.17, -0.22], [-0.14, 0.22, 0.00], [-0.22, 0.37, -0.43], [-0.10, 0.21, 0.14], [-0.97, 0.29, 0.17], [-0.32, -0.02, -0.07], [0.47, 0.40, -0.11], [0.63, 0.39, -0.80], [-0.30, 0.50, -0.42], [0.27, -0.08, -0.04], [0.42, 0.00, 0.17], [0.43, 0.18, -0.04], [0.23, -0.27, -0.03], [-0.30, -0.33, 0.00], [0.81, 0.68, 1.07], [-0.28, -0.16, 0.24], [-0.18, -0.18, 0.45], [0.01, -0.33, 0.56], [0.04, 0.70, 0.57], [-0.22, -0.29, 0.09], [0.08, -0.84, -0.33], [-0.01, 0.26, 0.23], [0.50, 0.13, 0.50], [0.00, 0.53, -0.57], [-0.16, -0.46, -0.32], [-0.44, 0.42, 0.05], [0.54, 0.33, 0.25], [0.20, 0.28, 0.01], [0.02, -0.12, 0.12], [-0.90, -0.80, -0.76], [0.32, 0.10, -0.27], [0.17, -0.42, -0.31], [-0.37, -0.21, 0.09], [-0.27, 0.18, -0.58]], "charge": 0, "fmax_ev_per_a": 3.020, "homo_lumo_gap_ev": [3.85, 3.79], "e_tot_ev": -58007.8532, "homo_energy_ha": [-0.220, -0.219], "spin_multiplicity": 2, "molar_mass_da": 707.76}



{"formula": "C3H5N3", "method": "ωB97M-V/def2-TZVPD", "species": ["N", "N", "N", "C", "C", "C", "H", "H", "H", "H", "H"], "positions_angstrom": [[1.587512, -0.387249, -0.407036], [0.415560, -0.774524, 1.384916], [1.530150, -0.966896, 0.820727], [0.435449, 0.425744, -0.639562], [-0.389458, -0.029314, 0.499536], [-1.713837, 0.098794, 0.459832], [-2.389209, 0.038295, 1.285901], [2.502390, -0.270505, -0.809245], [0.644361, 1.500765, -0.691274], [-2.255839, 0.046401, -0.470280], [-0.367077, 0.318493, -1.433517]], "forces_ev_per_a": [[0.02, -0.45, -0.64], [0.79, 0.43, 0.28], [-0.51, 0.28, 0.16], [-1.26, 0.37, -0.72], [-0.49, 0.30, 0.04], [-0.71, -0.62, 0.44], [0.11, -0.63, 0.72], [-0.12, -0.06, 0.09], [0.17, -0.07, 0.56], [0.26, 1.05, -0.47], [1.76, -0.59, -0.47]], "charge": 0, "fmax_ev_per_a": 1.912, "homo_lumo_gap_ev": 8.86, "e_above_lowest_kj_mol": 315.8, "e_tot_ev": -7659.1826, "smiles": "C=C1CNN=N1", "homo_energy_ha": -0.312, "spin_multiplicity": 1, "molar_mass_da": 83.09}



{"formula": "C5H13NO", "method": "ωB97M-V/def2-TZVPD", "species": ["O", "N", "C", "C", "C", "C", "C", "H", "H", "H", "H", "H", "H", "H", "H", "H", "H", "H", "H", "H"], "positions_angstrom": [[-1.281460, -2.104844, 0.151156], [-1.780571, -0.004601, -0.276817], [1.319582, -0.516376, -2.340997], [-0.687970, -0.472238, 1.858033], [-1.222497, -0.996099, 0.560460], [1.407611, 0.515602, -1.224989], [-0.305585, 1.082371, 2.007925], [0.717304, -0.263012, -3.112961], [2.371675, 0.823144, -0.983903], [0.380834, 1.326624, 1.189939], [-1.975608, -0.261530, -1.248443], [0.231947, -0.876178, 2.306852], [0.594390, 1.307174, -1.198151], [2.312554, -0.716320, -2.776889], [-1.195265, 1.652542, 1.994353], [0.850759, -1.573660, -2.062475], [-1.541458, 0.866794, -0.146148], [1.018383, -0.117173, -0.373853], [0.260247, 1.080684, 3.041760], [-1.474865, -0.752905, 2.635154]], "forces_ev_per_a": [[0.44, -2.79, 0.36], [-1.11, -5.28, -0.46], [1.28, -2.88, 1.34], [0.05, 1.12, 2.61], [-0.49, 2.91, -1.85], [-3.95, -1.90, 1.57], [1.05, -2.78, 1.24], [-1.81, 1.31, -2.57], [1.48, 0.90, 0.21], [-0.12, 0.26, 0.39], [0.14, -0.14, 0.86], [-0.41, -1.09, -1.07], [1.42, -0.48, -0.69], [-0.36, -0.04, 0.20], [-0.64, 1.06, 0.19], [1.19, 2.19, 0.03], [1.39, 5.56, 0.86], [0.91, 0.89, -0.17], [-1.24, 0.66, -2.12], [0.79, 0.52, -0.90]], "charge": 0, "fmax_ev_per_a": 5.797, "homo_lumo_gap_ev": 10.77, "e_above_lowest_kj_mol": 169.1, "e_tot_ev": -8932.2586, "smiles": "CCC(N)=O.CC", "homo_energy_ha": -0.362, "spin_multiplicity": 1, "molar_mass_da": 103.16}



{"formula": "C23H47BrF4N4O6", "method": "ωB97M-V/def2-TZVPD", "species": ["Br", "F", "F", "F", "F", "O", "O", "O", "O", "O", "O", "N", "N", "N", "N", "C", "C", "C", "C", "C", "C", "C", "C", "C", "C", "C", "C", "C", "C", "C", "C", "C", "C", "C", "C", "C", "C", "C", "H", "H", "H", "H", "H", "H", "H", "H", "H", "H", "H", "H", "H", "H", "H", "H", "H", "H", "H", "H", "H", "H", "H", "H", "H", "H", "H", "H", "H", "H", "H", "H", "H", "H", "H", "H", "H", "H", "H", "H", "H", "H", "H", "H", "H", "H", "H"], "positions_angstrom": [[1.291580, -4.092109, -0.366876], [1.338260, 0.681044, -1.704201], [-1.303409, 0.588548, -2.903811], [-1.109029, -1.566976, -1.675334], [-0.229106, 1.968701, -0.452542], [-3.394161, 8.868813, 0.982948], [-0.507711, 2.238779, 3.098232], [2.760343, -6.245203, 2.702282], [-2.475878, 0.913388, 2.318901], [1.028506, 5.320619, -2.258971], [-1.194490, 0.087652, -5.910785], [0.491983, -0.267174, 0.480351], [1.290420, -1.424909, 0.627711], [2.012106, -2.870645, 2.721749], [0.504380, -0.950152, 2.944795], [0.171283, 0.544521, -0.754043], [-3.005369, -1.479627, -6.118529], [-0.613731, -2.241903, -6.032628], [-1.569447, -1.155267, -6.498818], [-5.205040, 7.301534, 0.775204], [2.013364, -2.185962, -0.461283], [-0.509661, 3.978407, -3.528403], [1.980541, -8.504171, 2.441659], [-3.769118, 7.625895, 0.394916], [3.668637, -2.192652, -0.282515], [-0.003525, 0.008045, 1.884410], [1.353091, -1.853584, 2.076895], [1.585337, -7.042839, 2.582459], [-2.813402, 6.539259, 0.861105], [-1.143884, -0.090309, -1.569188], [-1.005563, 1.147171, 2.505121], [2.668773, -1.993640, 5.147584], [1.937243, -3.142825, 4.234698], [-1.211430, 6.159476, -2.499409], [4.296032, -0.699132, 0.011085], [0.700803, -6.822715, 3.799358], [-0.077576, 5.387508, -3.155258], [1.516517, -1.188035, 6.026751], [1.557534, -0.014650, 5.844415], [-3.680376, -0.683075, -6.449424], [3.703505, 0.156782, -0.527085], [2.627001, -8.645534, 1.568830], [0.801317, -3.305940, 4.523899], [-1.349505, 3.995742, -4.229833], [-5.880047, 8.098087, 0.444308], [0.319982, 3.430617, -3.988124], [3.178934, -1.157579, 4.466544], [3.235276, -6.528853, 3.501098], [1.225162, -7.100891, 4.720517], [-1.258783, -0.005557, -4.945745], [-3.329476, -2.423037, -6.568612], [3.439315, -2.452174, 5.935321], [-3.065760, 5.572978, 0.413603], [4.197171, -2.647491, -1.250365], [-1.534838, 5.670032, -1.573817], [4.023303, -2.891472, 0.615102], [-3.115262, -1.555079, -5.030826], [-0.882427, 7.167499, -2.225059], [-2.838437, 6.436790, 1.951796], [2.642213, -3.513826, 2.182777], [1.784630, -1.833572, -1.553325], [-0.866089, -3.208184, -6.480129], [-1.782345, 6.792076, 0.591425], [-2.100538, 0.239013, -0.935721], [0.419385, -1.516901, 5.709734], [-0.638767, -2.344371, -4.941938], [-3.458454, 8.775605, 1.947987], [0.434388, -5.764660, 3.895090], [2.486328, -4.183507, 4.432761], [1.098661, -9.142785, 2.331650], [-2.072325, 6.242247, -3.169971], [0.417326, -1.989086, -6.302308], [-3.693279, 7.741434, -0.691735], [-5.529147, 6.358123, 0.325120], [5.469267, -0.631895, -0.199425], [-5.314933, 7.226083, 1.862906], [-0.219472, -7.410882, 3.730078], [0.738846, 4.850219, -1.459631], [-1.493608, -1.039727, -7.585468], [0.259071, 5.918922, -4.052019], [1.589171, -1.367050, 7.180923], [2.550284, -8.841967, 3.314595], [-0.808136, 3.411617, -2.639361], [4.188450, -0.518081, 1.183873], [1.057815, -6.715569, 1.679947]], "forces_ev_per_a": [[0.59, 1.13, -0.27], [-3.27, -0.79, 3.25], [0.93, -2.47, 3.76], [0.42, 4.46, -0.08], [1.46, -5.12, -0.39], [0.06, 0.28, 0.05], [-1.63, -6.57, -3.39], [0.36, 0.45, 0.01], [8.60, 0.18, 0.36], [0.25, 0.00, 0.12], [0.08, 0.14, 0.00], [-1.48, 1.58, 3.92], [1.93, -2.35, 1.82], [0.15, 0.44, -1.57], [0.89, 1.02, -8.56], [0.31, 1.64, -2.14], [-0.30, 0.05, -0.19], [0.31, -0.15, -0.18], [-0.09, -0.12, 0.65], [-0.31, 0.07, -0.20], [1.16, 0.21, -0.53], [0.09, -0.18, -0.29], [0.07, -0.16, -0.32], [-0.07, -0.29, 0.64], [0.96, -0.16, 0.14], [1.24, -2.18, 2.25], [-2.28, 2.91, 1.14], [-0.03, -0.47, 0.55], [0.27, -0.10, -0.15], [-1.36, 0.64, -0.19], [-5.18, 4.73, 1.06], [-0.91, 1.08, 0.63], [0.18, -0.68, 0.82], [-0.08, 0.33, -0.03], [-0.18, 0.03, 1.25], [-0.26, 0.23, 0.00], [-0.39, -0.34, 0.46], [-0.83, 0.58, 0.05], [0.02, -2.59, 0.36], [0.13, -0.13, -0.02], [1.30, -1.71, 0.86], [-0.16, 0.04, 0.08], [2.41, 0.61, -0.60], [0.07, -0.06, 0.08], [0.12, -0.12, -0.03], [-0.12, 0.12, -0.01], [-0.89, -2.20, 1.40], [-0.21, 0.01, -0.37], [-0.01, -0.13, -0.11], [0.01, 0.04, -0.42], [-0.01, 0.08, 0.08], [-1.59, 0.87, -2.15], [0.04, 0.05, 0.12], [-1.63, 0.93, 1.99], [0.02, -0.09, -0.17], [-1.04, 1.40, -1.97], [0.12, -0.09, -0.07], [-0.04, -0.12, -0.10], [-0.14, -0.04, -0.10], [-1.14, 0.88, 0.65], [0.04, -0.33, 2.48], [0.05, 0.06, 0.09], [-0.17, -0.02, -0.02], [2.11, -1.01, -1.41], [2.43, 0.69, 0.58], [-0.16, -0.01, -0.06], [0.03, -0.02, -0.45], [-0.04, -0.15, -0.09], [-1.26, 2.33, -0.93], [0.12, 0.05, 0.04], [0.04, 0.00, 0.09], [-0.17, -0.03, -0.05], [0.06, 0.20, 0.16], [0.00, 0.08, 0.09], [-2.79, -0.30, 0.17], [0.12, -0.11, -0.08], [0.11, 0.08, 0.06], [0.07, 0.21, -0.35], [0.05, 0.17, 0.18], [0.16, -0.05, 0.22], [0.09, 0.24, -2.22], [-0.16, 0.06, 0.03], [-0.08, 0.17, -0.03], [0.15, -0.20, -2.52], [0.24, 0.12, 0.09]], "charge": 0, "fmax_ev_per_a": 8.671, "homo_lumo_gap_ev": 7.34, "e_tot_ev": -123759.3960, "homo_energy_ha": -0.311, "spin_multiplicity": 1, "molar_mass_da": 631.55}